[1]
{"formula": "F3HN2O2S", "method": "wB97M-V/def2-TZVPD", "symbols": ["N", "N", "O", "O", "F", "F", "F", "S", "H"], "xyz": [[-1.2233, 0.0500, -0.5076], [1.3944, -0.8829, 0.0061], [1.0563, 1.7538, -0.2680], [0.1601, 0.7315, 1.7219], [-2.1304, 1.1427, -0.4541], [1.3591, -0.8983, -1.3255], [0.5883, -1.8432, 0.4329], [0.4465, 0.6703, 0.3584], [-1.6509, -0.7240, 0.0359]], "forces_ev_per_a": [[1.7, 1.0, -0.5], [1.1, 3.0, 1.3], [0.7, 0.8, -1.7], [0.0, -0.4, 2.1], [0.9, -0.9, 0.5], [-0.1, -0.7, -1.7], [-1.3, -1.5, 0.2], [-3.2, -2.2, -0.6], [0.3, 1.0, 0.4]], "lumo_energy_ha": -0.0122, "smiles": "O=S(=O)(NF)N(F)F", "homo_energy_ev": -10.940, "gap_ev": 10.61, "total_charge": 0}

[2]
{"formula": "F3In", "method": "wB97M-V/def2-TZVPD", "symbols": ["In", "F", "F", "F"], "xyz": [[0.3437, -0.0802, -0.3767], [0.9474, 2.2647, -1.9264], [1.0357, -1.1609, 2.2260], [-2.3268, -1.0236, 0.0772]], "forces_ev_per_a": [[-1.5, 0.5, 1.5], [-0.5, -2.4, 1.5], [-0.5, 1.0, -2.5], [2.5, 0.9, -0.6]], "lumo_energy_ha": -0.2632, "homo_energy_ev": -12.359, "gap_ev": 5.20, "total_charge": 0}